DFT (ωB97M-V/def2-TZVPD) results for C19H26As2AuBrClN2O2S as an isolated structure.

```
55
Properties=species:S:1:pos:R:3:forces:R:3
Au -0.8458 0.8940 0.7616 0.06 -0.12 0.04
C -3.1255 -0.6179 -1.8014 0.01 0.02 -0.02
As -1.5083 -0.8341 -0.7831 -0.08 -0.13 0.04
C -0.0881 -1.4460 -1.9165 0.06 0.01 -0.01
C -1.8942 -2.3491 0.3653 0.01 0.02 0.03
C -2.0536 -3.6181 -0.1795 0.03 -0.01 0.00
C -2.2724 -4.7084 0.6503 0.00 0.00 -0.01
C -2.3335 -4.5380 2.0256 -0.01 0.01 0.01
C -2.1932 -3.2727 2.5766 -0.07 0.00 -0.01
C -1.9847 -2.1809 1.7428 0.03 0.00 0.02
As -1.8747 -0.4006 2.4631 -0.25 0.06 -0.25
C -3.6886 0.2316 2.6214 -0.01 -0.02 0.09
C -1.2079 -0.5062 4.2551 0.13 0.07 -0.08
H -3.4204 -1.6063 -2.1538 -0.01 0.02 -0.02
H -2.9339 0.0576 -2.6290 0.01 0.01 -0.01
H -3.9021 -0.2094 -1.1579 0.01 -0.01 0.01
H -0.4644 -2.2508 -2.5472 0.00 0.01 0.00
H 0.7212 -1.8067 -1.2838 -0.01 0.02 0.01
H 0.2351 -0.6044 -2.5214 -0.01 0.00 0.00
H -1.9917 -3.7709 -1.2507 0.00 0.00 0.01
H -2.3849 -5.6951 0.2218 0.00 0.00 0.00
H -2.4927 -5.3910 2.6710 0.00 0.00 0.00
H -2.2499 -3.1475 3.6509 0.01 0.00 0.00
H -4.2693 -0.4812 3.2059 -0.01 0.03 0.01
H -4.1215 0.3398 1.6292 0.01 -0.02 0.00
H -3.6708 1.2026 3.1141 0.00 0.00 0.00
H -1.9921 -0.9542 4.8645 0.04 -0.02 0.02
H -0.9928 0.5045 4.5918 -0.03 0.00 0.01
H -0.2992 -1.1016 4.2549 -0.01 -0.04 0.01
Cl -2.9569 3.5495 -0.8396 0.01 0.01 0.01
C -1.4087 3.6883 -1.7398 0.02 0.04 -0.01
C -0.8112 2.2946 -1.7210 0.07 -0.11 -0.06
O -1.1224 1.4726 -2.5644 -0.04 -0.01 0.01
O -0.0106 2.0528 -0.7132 -0.12 0.22 0.13
H -0.7916 4.4022 -1.2062 0.02 0.01 -0.04
H -1.6397 4.0120 -2.7487 -0.01 -0.01 0.01
Br -0.3019 2.4794 2.5557 -0.13 0.43 0.14
N 2.9221 1.0306 2.8210 -0.06 -0.04 -0.04
C 2.6064 -0.2569 2.7089 0.15 0.27 -0.04
S 1.3588 -0.7653 1.6782 0.25 -0.67 -0.05
N 3.3142 -1.1626 3.4041 -0.14 -0.06 0.01
C 4.3900 -0.9022 4.3037 0.05 -0.01 0.02
C 4.2262 -0.0285 5.3720 -0.04 -0.02 0.02
C 5.2862 0.2024 6.2365 0.01 0.00 0.01
C 6.4924 -0.4583 6.0556 -0.01 -0.01 -0.01
C 6.6393 -1.3525 5.0045 0.01 0.01 0.00
C 5.5937 -1.5696 4.1212 0.00 0.03 -0.04
H 2.3680 1.6971 2.3075 0.00 0.03 0.05
H 3.6895 1.3469 3.3911 0.02 -0.01 -0.01
H 3.1034 -2.1203 3.1707 0.01 0.00 0.03
H 3.2674 0.4461 5.5409 0.01 0.02 -0.01
H 5.1601 0.8860 7.0652 0.00 0.00 0.00
H 7.3138 -0.2820 6.7361 0.00 0.00 0.00
H 7.5755 -1.8749 4.8626 0.00 0.00 0.00
H 5.7090 -2.2473 3.2848 0.00 -0.01 0.00
```
Forces are in eV/Å.

The value obtained for the HOMO energy is -11.0 eV. The energy above the lowest of the compared OMol25 structures with the same formula, charge and spin is 6.2 kcal/mol. For the gap between HOMO and LUMO, the calculation gives 0.255 Ha. Its total charge is +1.